1.
A molecular structure, C25H20HoN6O5S2. Source: OMol25; level of theory: wB97M-V/def2-TZVPD.

```
59
Properties=species:S:1:pos:R:3:forces:R:3:nbo_charge:R:1
Ho 0.32336 0.15068 -0.35334 -0.2299 0.5587 0.7716 1.92
O 2.91466 -0.52316 -2.94235 -0.0209 -0.0353 -0.1122 -0.54
C 1.83627 0.00352 -2.78788 -0.1657 -0.0538 -0.2835 0.63
N 0.62063 -0.55414 -2.42494 0.4757 -0.3179 0.1372 -0.87
C 0.36677 -1.93222 -2.53018 -0.0785 0.2136 -0.1438 0.65
O 0.97665 -2.71809 -3.20311 0.0231 -0.0351 -0.0254 -0.51
C -0.84605 -2.35604 -1.72066 0.2587 -0.2645 -0.2684 0.10
C -1.38251 -3.60308 -1.94207 -0.1374 0.3055 0.0083 -0.17
C -2.48931 -3.98111 -1.19122 0.0399 -0.2505 0.0080 -0.08
C -2.97378 -3.13326 -0.21993 -0.0152 0.2781 0.0915 -0.18
C -2.33728 -1.91961 -0.00905 -0.0412 -0.3109 -0.1752 0.09
N -1.30513 -1.51985 -0.76093 0.1033 0.2012 0.0126 -0.62
C 1.69805 1.51512 -2.83783 0.0494 -0.0430 0.0622 0.15
C 2.28000 2.29634 -3.81576 -0.0184 -0.0138 0.0721 -0.20
C 2.03686 3.66147 -3.78238 0.0377 0.0240 -0.0696 -0.12
C 1.25185 4.19417 -2.76988 -0.0496 -0.0226 0.0764 -0.24
C 0.74129 3.34402 -1.80460 0.1642 0.0203 -0.0825 0.06
N 0.96569 2.02691 -1.83721 -0.2377 -0.1982 0.0368 -0.55
H -0.92255 -4.24328 -2.68001 -0.0415 -0.0166 -0.0158 0.26
H -2.92583 -4.96155 -1.32281 -0.0174 0.0258 -0.0256 0.25
H -3.78277 -3.41917 0.43434 -0.0087 -0.0284 -0.0163 0.25
H -2.64127 -1.27677 0.80504 -0.0046 0.0099 0.0074 0.22
H 2.88705 1.83374 -4.58089 0.0019 0.0010 -0.0029 0.26
H 2.45166 4.30439 -4.54733 -0.0025 0.0119 0.0096 0.24
H 1.03298 5.25111 -2.72217 0.0120 0.0061 -0.0243 0.24
H 0.13788 3.71043 -0.98375 -0.0056 0.0130 -0.0096 0.21
N 3.02767 0.35648 0.29740 -0.2533 -0.1714 -0.0322 -0.84
C 2.39076 -0.82203 0.79464 -0.0116 -0.0023 -0.0124 0.03
C 2.38092 -1.99539 0.04628 -0.0864 0.0331 0.0214 -0.26
C 1.53887 -3.04384 0.42809 -0.0039 -0.0494 -0.0608 -0.14
C 0.68570 -2.92177 1.51566 0.1690 0.2280 -0.1087 -0.30
C 0.68477 -1.73598 2.24499 -0.0885 0.0088 0.0892 -0.16
C 1.52340 -0.68727 1.89266 0.2309 0.0526 0.1237 -0.33
S -0.47056 -4.22038 1.97068 -0.2483 0.1337 0.3277 2.43
O -0.65068 -4.93403 0.72296 0.0559 -0.1616 -0.0101 -1.01
O -1.63123 -3.43944 2.39081 0.0890 -0.0517 -0.0986 -1.02
O 0.20734 -4.91483 3.03358 0.0199 -0.0356 -0.1328 -0.95
H 3.67243 0.15700 -0.46145 0.0614 0.0052 0.0484 0.42
H 3.49224 0.85703 1.04604 0.0510 0.1078 -0.1158 0.41
H 3.01534 -2.07666 -0.83062 -0.0488 -0.0578 -0.0214 0.27
H 1.51397 -3.95613 -0.15592 -0.0093 -0.0107 0.0162 0.27
H -0.00517 -1.63596 3.07472 0.0282 -0.0362 0.0194 0.27
H 1.52948 0.23076 2.47306 0.0285 -0.0133 0.0145 0.24
N 1.93865 3.11784 1.52737 0.0503 -0.0459 -0.0641 -0.79
C 0.63628 2.89192 1.79110 -0.0001 -0.0235 0.0453 0.30
N -0.11698 2.09699 1.06762 -0.0998 0.0039 -0.0705 -0.68
C -1.42464 2.07214 1.57797 0.0805 -0.0223 -0.1225 0.18
C -2.49325 1.40821 0.99018 -0.1777 -0.0267 0.0253 -0.28
C -3.72738 1.44922 1.61895 0.0150 0.0230 0.0338 -0.16
C -3.90078 2.16216 2.80461 0.0208 -0.0194 -0.0458 -0.19
C -2.84973 2.86346 3.37295 -0.0203 -0.0045 0.0052 -0.18
C -1.61561 2.80988 2.74308 -0.0457 -0.0242 0.0471 -0.23
S -0.12480 3.60868 3.17471 0.0019 0.0186 0.0077 0.44
H 2.28891 2.83019 0.62622 -0.0078 0.0311 -0.0061 0.42
H 2.42612 3.86455 1.99304 -0.0232 0.0033 0.0268 0.42
H -2.41800 0.89883 0.03154 0.1111 0.0203 -0.0096 0.22
H -4.56944 0.93718 1.17349 -0.0041 0.0003 0.0086 0.24
H -4.87268 2.18405 3.27663 0.0004 0.0028 0.0087 0.24
H -2.99707 3.43660 4.27789 0.0242 0.0053 0.0039 0.24
```
Forces are in eV/Å.

Values from the calculation:
<S²>	6.004
strongest force on any atom	1.0	eV Å⁻¹
frontier orbital gap (spin up / spin down)	7.4460 / 7.4711	eV
multiplicity	5
net charge	+1
highest occupied orbital energy (spin up / spin down)	-10.99 / -10.99	eV
ΔE to the lowest compared entry with this formula, charge and spin	0.00	kJ/mol

***

2.
A molecular structure, C25H20I2KN4O in a non-equilibrium geometry. Source: OMol25; level of theory: wB97M-V/def2-TZVPD.

```
53
Properties=species:S:1:pos:R:3:forces:R:3:nbo_charge:R:1
K -0.83432 0.27648 0.96062 -0.6471 0.2159 -0.6013 0.92
I 5.98072 -1.20291 5.45521 0.1108 -0.0337 0.0593 0.07
C 4.26068 -0.62828 4.42615 -0.1392 0.0380 -0.0709 -0.23
C 3.01408 -0.84432 4.99226 -0.0368 0.0598 -0.1009 -0.25
C 1.88550 -0.45396 4.29159 0.1281 -0.0187 0.0031 -0.27
I 0.00381 -0.80291 5.11816 -0.1093 -0.0116 0.0266 0.09
C 1.92003 0.15612 3.00721 -0.1546 -0.0701 0.1131 0.43
O 0.86170 0.47634 2.36083 1.7337 0.0627 1.0965 -0.88
C 3.23177 0.36219 2.47991 0.0798 -0.0207 0.0332 -0.13
C 3.34373 1.02239 1.13949 -0.0175 -0.0418 -0.0407 -0.23
N 2.89682 0.15134 0.04936 0.1080 0.0780 -0.0077 -0.61
C 2.84226 0.87673 -1.20450 -0.0347 -0.0899 -0.0506 -0.25
C 1.96516 0.19978 -2.22589 -0.0802 0.0073 0.0535 0.22
C 2.35688 0.10089 -3.55616 0.0270 -0.0013 -0.0087 -0.26
C 1.47148 -0.42539 -4.48074 0.0110 -0.0058 -0.0353 -0.17
C 0.21730 -0.82407 -4.05152 -0.0088 0.0077 -0.0074 -0.28
C -0.08662 -0.69482 -2.70540 0.0069 0.0091 0.0863 0.08
N 0.76907 -0.21730 -1.80409 0.0749 0.0540 -0.0088 -0.45
C 4.36059 -0.02996 3.17497 -0.0549 0.0323 0.0024 -0.21
H 2.91896 -1.31201 5.96267 -0.0042 0.0032 -0.0033 0.22
H 4.38463 1.30324 0.95411 0.0178 -0.0185 -0.0202 0.18
H 2.74981 1.94929 1.15118 -0.0132 0.0434 0.0229 0.18
H 1.96161 -0.17004 0.26949 -0.0295 0.0029 0.0443 0.37
H 3.84989 0.99314 -1.61341 0.0346 -0.0163 0.0235 0.18
H 2.44090 1.89636 -1.06948 -0.0359 0.0258 0.0119 0.18
H 3.34265 0.43745 -3.85198 -0.0144 -0.0037 -0.0022 0.21
H 1.75388 -0.51471 -5.52297 0.0017 0.0022 0.0079 0.21
H -0.51930 -1.22009 -4.73768 0.0098 0.0064 0.0073 0.21
H -1.06618 -0.96277 -2.32953 0.0225 0.0150 0.0044 0.21
H 5.33494 0.13787 2.73063 0.0006 -0.0042 0.0039 0.21
C -2.08965 -5.48364 -0.29917 -0.0313 0.0020 0.0136 -0.22
C -0.96916 -4.67358 -0.40284 -0.0114 0.1279 -0.0070 -0.21
C -1.11376 -3.29107 -0.42204 0.1539 -0.1517 -0.0408 -0.24
C -2.37705 -2.72448 -0.35905 0.0781 0.5638 0.1261 0.18
C -3.50044 -3.52984 -0.24581 -0.1825 -0.0822 -0.0658 -0.25
C -3.35364 -4.90786 -0.21640 0.0145 0.0542 -0.0183 -0.21
N -2.41073 -1.27313 -0.32508 -0.1904 -1.0824 -0.3810 -0.27
N -3.51368 -0.78449 -0.58449 -0.3421 0.6859 0.0936 -0.16
C -3.57050 0.67426 -0.51305 -0.1142 -0.4734 -0.1712 0.06
C -4.85622 1.12529 -0.19237 -0.0935 0.0338 0.0078 -0.25
C -5.07474 2.48126 -0.03454 0.0599 -0.0294 -0.0532 -0.27
C -4.00286 3.35152 -0.23191 -0.1048 0.0175 0.0455 -0.22
C -2.75101 2.85761 -0.57845 0.0282 -0.2669 -0.1682 -0.29
C -2.45414 1.48519 -0.77366 -0.3330 0.3136 -0.0312 -0.43
H -1.98073 -6.56051 -0.27018 -0.0036 -0.0002 -0.0013 0.21
H 0.01971 -5.11012 -0.45708 -0.0010 -0.0075 -0.0025 0.21
H -0.24804 -2.64153 -0.49543 -0.0215 -0.0150 0.0165 0.23
H -4.47433 -3.06231 -0.18512 0.0163 -0.0103 0.0201 0.23
H -4.23005 -5.53699 -0.12133 0.0052 -0.0095 -0.0011 0.21
H -5.66724 0.41610 -0.05210 0.0632 -0.0193 -0.0252 0.20
H -6.05802 2.85366 0.22696 0.0105 0.0187 0.0020 0.19
H -4.16232 4.42130 -0.12477 0.0365 -0.0087 0.0240 0.19
H -1.95520 3.58830 -0.72278 -0.0238 0.0115 -0.0246 0.18
```
Forces are in eV/Å.

Values from the calculation:
strongest force on any atom	2.1	eV Å⁻¹
frontier orbital gap	6.5120	eV
net charge	-1
highest occupied orbital energy	-4.22	eV
ΔE to the lowest compared entry with this formula, charge and spin	64.80	kJ/mol

***

3.
A molecular structure, C25H20N3Sn. Source: OMol25; level of theory: wB97M-V/def2-TZVPD.

```
49
Properties=species:S:1:pos:R:3:forces:R:3:nbo_charge:R:1
Sn -0.67940 0.01157 -0.40305 -0.1812 -0.0052 -0.1352 1.39
C -2.90418 0.00301 3.73347 0.0097 0.0029 -0.0492 -0.64
C -1.51258 -0.00288 3.16301 -0.0783 0.0046 0.0450 -0.01
C -0.83186 1.18711 2.92902 0.0385 0.0960 0.0239 -0.17
C 0.48144 1.18618 2.47612 0.0404 -0.0038 0.0072 -0.24
C 1.13850 -0.01828 2.24078 -0.0388 -0.0036 0.0134 -0.25
C 0.45993 -1.21520 2.45487 0.0415 0.0051 0.0060 -0.22
C -0.85334 -1.20066 2.90722 0.0428 -0.1033 0.0146 -0.22
H -2.86347 -0.04520 4.82318 -0.0085 -0.0001 0.0010 0.24
H -3.47963 -0.85545 3.38819 0.0001 0.0024 0.0042 0.22
H -3.44133 0.91174 3.46412 0.0004 -0.0031 0.0020 0.22
H -1.33508 2.12606 3.13022 0.0433 0.0175 -0.0234 0.21
H 0.99906 2.12541 2.32456 0.0057 -0.0073 0.0020 0.23
H 2.16940 -0.02444 1.91080 -0.0009 -0.0008 -0.0030 0.23
H 0.96108 -2.16066 2.28737 0.0062 0.0065 0.0008 0.23
H -1.37359 -2.13396 3.09118 0.0438 -0.0177 -0.0214 0.22
C -1.85043 4.00360 -2.34465 -0.0373 -0.0068 0.0256 -0.26
C -1.92679 2.75415 -1.71852 0.0348 -0.0320 0.0097 0.09
N -0.92899 1.89502 -1.73543 0.0304 0.0186 -0.0585 -0.58
C 0.24326 2.21254 -2.35353 -0.0339 0.0271 0.0225 0.20
C 0.41409 3.46394 -2.97717 -0.0222 -0.0193 0.0176 -0.09
C -0.68200 4.35226 -2.96436 0.0151 0.0224 -0.0134 -0.09
C 1.65711 3.77688 -3.57371 0.0307 0.0020 -0.0046 -0.20
C 2.66599 2.86427 -3.51145 -0.0177 0.0027 0.0065 -0.17
C 2.49377 1.60882 -2.88553 0.0055 -0.0060 0.0010 -0.22
C 1.29173 1.23529 -2.33126 0.0580 0.0357 -0.0483 0.15
N 0.96305 0.00615 -1.75373 -0.0756 -0.0108 0.1976 -0.84
C 1.28345 -1.21738 -2.34606 0.0696 -0.0148 -0.0500 0.15
C 2.46664 -1.57475 -2.95072 0.0041 0.0076 -0.0032 -0.23
C 2.63189 -2.82879 -3.58068 -0.0191 0.0044 0.0086 -0.17
C 1.63561 -3.75698 -3.60008 0.0299 -0.0070 -0.0094 -0.20
C 0.41110 -3.45734 -2.96088 -0.0254 0.0148 0.0167 -0.10
C -0.67306 -4.35874 -2.90936 0.0169 -0.0168 -0.0142 -0.08
C -1.82685 -4.02047 -2.25717 -0.0400 0.0067 0.0248 -0.26
C -1.90113 -2.76687 -1.63984 0.0298 0.0343 0.0075 0.09
N -0.91330 -1.89726 -1.68986 0.0263 -0.0098 -0.0264 -0.58
C 0.24589 -2.20563 -2.33563 -0.0280 -0.0423 0.0212 0.21
H -2.70142 4.66840 -2.31916 0.0072 0.0041 0.0005 0.24
H -2.82058 2.44856 -1.18627 -0.0155 0.0117 -0.0154 0.21
H -0.57996 5.31741 -3.44537 -0.0015 -0.0036 -0.0009 0.23
H 1.79431 4.73873 -4.04955 -0.0042 -0.0055 -0.0002 0.23
H 3.63121 3.09787 -3.94044 0.0019 -0.0080 0.0028 0.23
H 3.34714 0.95506 -2.83551 0.0042 -0.0066 0.0036 0.22
H 3.30999 -0.90689 -2.94373 0.0030 0.0060 -0.0026 0.22
H 3.58251 -3.04895 -4.04775 0.0019 0.0094 0.0035 0.23
H 1.76851 -4.71874 -4.07725 -0.0048 0.0051 0.0016 0.23
H -0.57376 -5.32508 -3.38850 -0.0022 0.0031 -0.0002 0.23
H -2.66869 -4.69510 -2.20272 0.0078 -0.0046 0.0010 0.24
H -2.78474 -2.46554 -1.08850 -0.0145 -0.0124 -0.0132 0.21
```
Forces are in eV/Å.

Values from the calculation:
strongest force on any atom	0.2	eV Å⁻¹
frontier orbital gap	7.3095	eV
net charge	+1
highest occupied orbital energy	-10.52	eV

***

4.
A molecular structure, C25H20N4O3PdS. Source: OMol25; level of theory: wB97M-V/def2-TZVPD.

```
54
Properties=species:S:1:pos:R:3:forces:R:3:nbo_charge:R:1
Pd 1.04366 -0.09892 0.88183 0.3150 -0.3610 0.1510 0.63
N -3.90324 -6.29380 4.31289 -0.0038 0.0010 -0.0053 -0.79
C -3.14000 -5.33394 3.65853 0.0150 -0.0216 -0.0141 0.19
C -2.33132 -5.69080 2.57645 -0.0064 0.0141 0.0134 -0.28
C -1.61161 -4.72910 1.89467 0.0157 -0.0163 -0.0149 -0.15
C -1.68919 -3.39785 2.28060 0.2488 -0.1763 0.0382 -0.31
C -2.48842 -3.03258 3.35219 -0.0456 0.0614 0.0224 -0.16
C -3.21339 -3.99131 4.03386 0.0176 0.0346 -0.0174 -0.27
S -0.75082 -2.19321 1.40895 -0.3500 -0.0036 -0.0872 2.29
O -0.70497 -2.60837 0.02662 0.0135 0.0179 0.0214 -0.97
O -1.37834 -0.91168 1.70760 -0.1491 0.0254 -0.0463 -0.99
N 0.77761 -2.09424 1.89431 0.0012 0.3519 -0.1370 -0.97
C 1.04010 -1.66295 3.17602 -0.0271 -0.1480 0.0364 0.55
N 1.83943 -0.57911 3.23499 -0.1532 0.0288 0.1307 -0.53
C 2.11197 -0.09982 4.44324 0.1287 0.0116 -0.0749 0.10
C 1.62832 -0.68274 5.59913 0.0037 -0.0144 0.0126 -0.35
C 0.83854 -1.80919 5.42650 0.0304 0.0236 0.0039 0.10
N 0.54466 -2.31022 4.23625 0.0023 0.0424 0.0017 -0.48
H -3.56771 -7.23989 4.23816 -0.0031 0.0003 0.0028 0.38
H -4.19334 -6.05654 5.24703 0.0037 0.0001 0.0027 0.38
H -2.27722 -6.72745 2.26592 -0.0073 -0.0049 0.0082 0.21
H -0.99424 -5.00747 1.05105 0.0102 0.0257 -0.0027 0.23
H -2.54488 -1.99234 3.64152 0.0091 0.0015 -0.0077 0.24
H -3.84722 -3.69839 4.86256 -0.0064 -0.0176 0.0034 0.21
H 2.74347 0.78123 4.47869 -0.0138 0.0115 -0.0086 0.20
H 1.85601 -0.28392 6.57604 -0.0021 -0.0070 0.0042 0.23
H 0.42576 -2.33408 6.28249 -0.0106 -0.0061 -0.0074 0.19
C 5.31297 4.82134 -2.57352 0.0088 0.0121 -0.0121 -0.20
C 5.29754 3.78926 -1.64406 0.0059 -0.0004 0.0009 -0.22
C 4.09271 3.28516 -1.18296 -0.0100 -0.0143 -0.0286 -0.13
C 2.89479 3.82204 -1.64343 -0.0078 -0.0040 0.0110 -0.09
C 2.91253 4.86259 -2.56314 0.0089 0.0274 0.0154 -0.20
C 4.12045 5.35772 -3.03424 0.0010 -0.0043 0.0056 -0.21
C 1.58567 3.24786 -1.20040 -0.0068 0.0012 0.0422 0.04
C 1.28213 1.80988 -1.54463 -0.0068 -0.0358 0.0867 -0.02
C 1.07199 1.05368 -2.71190 -0.0291 -0.0071 -0.0617 -0.03
C 0.69702 -0.30402 -2.61397 -0.0068 -0.0099 -0.0085 -0.15
C 0.48238 -1.04462 -3.75715 -0.0042 -0.0166 0.0388 -0.21
C 0.63787 -0.45843 -5.00951 0.0088 0.0391 -0.0209 -0.16
C 1.00646 0.88176 -5.12216 -0.0076 -0.0319 -0.0112 -0.21
C 1.21978 1.63515 -3.98907 0.0065 0.0133 0.0422 -0.19
H 6.25526 5.21138 -2.93538 0.0047 -0.0066 0.0071 0.22
H 6.22820 3.37440 -1.28002 -0.0001 -0.0011 0.0010 0.22
H 4.07777 2.47890 -0.46017 0.0013 -0.0021 0.0010 0.22
H 1.97838 5.29208 -2.90745 -0.0007 -0.0013 -0.0028 0.21
H 4.13090 6.16776 -3.75151 -0.0105 0.0019 -0.0001 0.22
H 0.76118 3.94760 -1.34516 0.0078 -0.0051 -0.0597 0.21
H 0.55396 -0.76184 -1.64005 0.0048 0.0044 -0.0066 0.24
H 0.18573 -2.08100 -3.66955 -0.0017 0.0000 -0.0086 0.23
H 0.46848 -1.04333 -5.90405 -0.0014 -0.0086 0.0041 0.22
H 1.12545 1.32880 -6.10008 0.0017 0.0019 -0.0002 0.22
H 1.51747 2.67348 -4.06829 -0.0010 0.0000 0.0012 0.22
O 1.58446 2.78988 0.20527 0.0775 0.0164 -0.0483 -0.43
C 1.31444 1.50989 -0.14384 -0.0796 0.1563 -0.0174 0.16
```
Forces are in eV/Å.

Values from the calculation:
<S²>	2.032
strongest force on any atom	0.5	eV Å⁻¹
frontier orbital gap (spin up / spin down)	7.9612 / 5.7291	eV
multiplicity	3
highest occupied orbital energy (spin up / spin down)	-7.64 / -7.90	eV
ΔE to the lowest compared entry with this formula, charge and spin	0.00	kJ/mol

***

> Among the records above, which one has the lowest strongest force on any atom?

C25H20N3Sn

***

> The highest strongest force on any atom belongs to which entry?

C25H20I2KN4O

***

> Look up the strongest force on any atom of the first one.

1.0 eV Å⁻¹

***

> strongest force on any atom of number 3 (C25H20N3Sn)?

0.2 eV Å⁻¹